Run a
{"formula": "C6H10O", "method": "ωB97M-V with the def2-TZVPD basis set", "elements": ["C", "C", "C", "C", "O", "C", "C", "H", "H", "H", "H", "H", "H", "H", "H", "H", "H"], "positions_angstrom": [[-1.7871, 1.7174, -1.1300], [-1.2127, 0.7437, -0.1010], [-1.3807, 1.0743, 1.2849], [1.9108, -1.7007, -0.0623], [2.6642, -1.9766, 1.1331], [0.7000, -0.7689, 0.3480], [-0.2627, -0.3154, -0.4756], [-1.0265, 2.4783, -1.5559], [-2.0530, 1.0789, -2.0595], [-2.6448, 2.2409, -0.6966], [-2.2878, 1.5943, 1.7432], [-0.7053, 0.4592, 1.9013], [1.4238, -2.6224, -0.4104], [2.4798, -1.0855, -0.7620], [3.5857, -1.7533, 1.0644], [0.9215, -0.4521, 1.2785], [-0.3251, -0.7122, -1.5000]], "lowdin_spin": [0.02, 0.13, 0.47, 0.03, 0.00, 0.20, 0.08, 0.01, 0.01, 0.00, 0.02, 0.02, 0.01, 0.01, 0.00, 0.01, 0.00], "e_lumo_ev": [-5.3, -7.7], "spin_multiplicity": 2, "total_charge": 1, "homo_lumo_gap_ha": [0.339, 0.259]}

Run b
{"formula": "C6H10O", "method": "ωB97M-V with the def2-TZVPD basis set", "elements": ["O", "C", "C", "C", "C", "C", "C", "H", "H", "H", "H", "H", "H", "H", "H", "H", "H"], "positions_angstrom": [[2.9234, 0.1012, -2.7892], [2.3560, 0.4714, -1.8089], [0.9466, 0.0740, -1.4722], [0.3177, 1.0021, -0.3966], [-0.1163, 0.0834, 0.7019], [-1.4256, -0.2337, 0.9067], [-1.9316, -1.0865, 2.0009], [2.9065, 1.1438, -1.1244], [0.3502, 0.1085, -2.3896], [0.9453, -1.0035, -1.2636], [1.0211, 1.7348, -0.0046], [-0.5212, 1.5278, -0.8450], [0.7465, -0.2526, 1.2668], [-2.1857, 0.0682, 0.1928], [-1.4494, -2.0472, 2.1712], [-3.0146, -1.1817, 1.9112], [-1.8689, -0.5098, 2.9425]], "lowdin_spin": [0.06, 0.01, 0.07, 0.05, 0.31, 0.34, 0.07, 0.00, 0.00, 0.00, 0.01, 0.00, 0.01, 0.01, 0.02, 0.00, 0.03], "e_lumo_ev": [-4.6, -8.8], "spin_multiplicity": 2, "total_charge": 1, "homo_lumo_gap_ha": [0.349, 0.179]}

Energy ordering: run b at the bottom, the next structure 0.0147 hartree above.

Run a
{"formula": "C2H6O2", "method": "ωB97M-V with the def2-TZVPD basis set", "elements": ["O", "C", "C", "O", "H", "H", "H", "H", "H", "H"], "positions_angstrom": [[0.0264, -1.6065, 0.0862], [-0.1439, -0.5321, -0.8035], [0.2006, 0.7488, -0.0387], [-0.4318, 0.6605, 1.2438], [-0.3608, -1.2471, 0.9042], [0.5240, -0.6798, -1.6606], [-1.1738, -0.4888, -1.1935], [1.2901, 0.8202, 0.0635], [-0.1697, 1.6502, -0.5377], [0.2389, 0.6746, 1.9363]], "nbo_charge": [-0.72, -0.09, -0.10, -0.74, 0.48, 0.18, 0.16, 0.17, 0.18, 0.48], "e_lumo_ev": 0.8, "smiles": "OCCO", "homo_lumo_gap_ha": 0.404}

Run b
{"formula": "C2H6O2", "method": "ωB97M-V with the def2-TZVPD basis set", "elements": ["O", "C", "O", "H", "H", "C", "H", "H", "H", "H"], "positions_angstrom": [[-2.4864, -0.6905, 1.9647], [-3.0709, -1.0841, 2.9474], [-4.2539, -1.5745, 3.1256], [-2.5060, -0.8401, 3.9274], [-4.4724, -1.6671, 2.2148], [3.3539, 1.1762, -2.7742], [3.8317, 1.7804, -3.5417], [4.1308, 0.9451, -2.0078], [3.1231, 0.2214, -3.3001], [2.3501, 1.7332, -2.5559]], "nbo_charge": [-0.59, 0.64, -0.63, 0.10, 0.49, -0.87, 0.21, 0.22, 0.21, 0.22], "e_lumo_ev": 0.8, "smiles": "O=CO.C", "homo_lumo_gap_ha": 0.428}

Energy ordering: run a at the bottom, the next structure 0.0030 hartree above.

Run a
{"formula": "C2H3O3S2", "method": "ωB97M-V with the def2-TZVPD basis set", "elements": ["O", "S", "O", "O", "C", "C", "S", "H", "H", "H"], "positions_angstrom": [[0.7719, -1.0171, 1.4913], [-0.5026, -0.9758, 0.8881], [-1.5744, -0.5633, 1.7768], [-0.8226, -2.1404, 0.0612], [-0.3870, 0.3290, -0.4249], [0.9445, 0.7383, -0.8663], [-0.0134, 1.9450, 0.0583], [-1.4709, 0.2543, -0.9702], [1.8170, 0.3624, -0.1622], [1.2376, 1.0675, -1.8521]], "nbo_charge": [-1.03, 2.43, -1.02, -1.04, -0.66, -0.50, 0.09, 0.26, 0.26, 0.21], "e_lumo_ev": 3.3, "total_charge": -1, "smiles": "O=S(=O)([O-])[C@@H]1CS1", "homo_lumo_gap_ha": 0.297}

Run b
{"formula": "C2H3O3S2", "method": "ωB97M-V with the def2-TZVPD basis set", "elements": ["O", "C", "O", "C", "O", "S", "S", "H", "H", "H"], "positions_angstrom": [[0.8524, 0.9323, 1.5283], [0.7217, 0.7826, 0.2515], [1.4831, 1.1662, -0.6309], [-0.4605, -0.0863, -0.3062], [-0.3535, -0.5205, -1.5736], [-0.8260, -1.5172, 0.8381], [-1.9075, 1.1099, -0.3519], [0.5051, -0.3397, -1.9683], [-0.1018, -1.2176, 2.0525], [-1.5593, 1.4387, 0.9077]], "nbo_charge": [-0.79, 0.71, -0.74, 0.00, -0.75, -0.15, -0.12, 0.51, 0.19, 0.15], "e_lumo_ev": 3.3, "total_charge": -1, "smiles": "O=C([O-])C(O)(S)S", "homo_lumo_gap_ha": 0.299}

Energy ordering: run b at the bottom, the next structure 0.0291 hartree above.

Run a
{"formula": "C22H57N3O8", "method": "ωB97M-V with the def2-TZVPD basis set", "elements": ["C", "O", "C", "C", "N", "C", "C", "O", "C", "H", "H", "H", "H", "H", "H", "H", "H", "H", "H", "H", "H", "H", "H", "H", "C", "O", "C", "C", "N", "C", "C", "O", "C", "H", "H", "H", "H", "H", "H", "H", "H", "H", "H", "H", "H", "H", "H", "H", "C", "O", "C", "C", "N", "C", "C", "O", "C", "H", "H", "H", "H", "H", "H", "H", "H", "H", "H", "H", "H", "H", "H", "H", "C", "C", "O", "H", "H", "H", "H", "H", "H", "C", "C", "O", "H", "H", "H", "H", "H", "H"], "positions_angstrom": [[-5.3206, 0.2898, 1.6980], [-4.2892, -0.6679, 2.0133], [-3.5886, -0.5279, 3.2851], [-2.5895, 0.6083, 3.3336], [-3.3090, 1.7002, 4.0765], [-2.4298, 2.8873, 3.9112], [-3.1854, 4.0819, 4.4627], [-4.4682, 4.0460, 3.7038], [-5.5549, 4.7902, 4.1395], [-6.0835, 0.1733, 0.9282], [-4.7746, 1.2086, 1.4839], [-5.7672, 0.4939, 2.6711], [-3.0483, -1.4740, 3.3186], [-4.3187, -0.5421, 4.0943], [-2.2428, 0.9831, 2.3706], [-1.6885, 0.4102, 3.9142], [-4.2230, 1.8799, 3.6860], [-2.1956, 3.0158, 2.8545], [-1.4934, 2.6020, 4.3908], [-2.7415, 5.0772, 4.4421], [-3.4048, 3.9111, 5.5167], [-6.4680, 4.3214, 3.7725], [-5.5431, 5.7954, 3.7181], [-5.4609, 4.7905, 5.2254], [3.1309, 1.8334, 3.0505], [2.1933, 1.1820, 2.2124], [2.4436, 1.2367, 0.8012], [3.8162, 0.4675, 0.4489], [3.9718, -0.0700, -0.8673], [3.6109, 0.8377, -1.9471], [4.4204, 2.1713, -2.0224], [5.7314, 2.0846, -2.5660], [5.8178, 2.1961, -3.9680], [4.1372, 1.4603, 2.8598], [2.9065, 1.4836, 4.0582], [3.1581, 2.9059, 2.8582], [2.4793, 2.2896, 0.5217], [1.6975, 0.8023, 0.1359], [4.0045, -0.3856, 1.1008], [4.5968, 1.2007, 0.6515], [4.9608, -0.2133, -1.0132], [2.6017, 1.2310, -1.8243], [3.7208, 0.2009, -2.8249], [4.6389, 2.4016, -0.9797], [4.0076, 3.1026, -2.4102], [6.8135, 2.1714, -4.4107], [5.4974, 3.1891, -4.2832], [5.0596, 1.5422, -4.3990], [-1.2521, 2.3319, -0.8113], [-1.1236, 1.1653, -1.5904], [-1.1780, 1.2832, -2.9865], [-1.2198, -0.0076, -3.7305], [-2.0124, -1.0006, -3.1036], [-2.2095, -2.2516, -3.9320], [-0.9425, -3.1468, -4.2436], [-0.1440, -2.5461, -5.3017], [1.0185, -3.2967, -5.7066], [-1.0369, 2.0148, 0.2091], [-2.3060, 2.6095, -0.7921], [-0.7548, 3.2560, -1.1058], [-0.3459, 1.9067, -3.3135], [-2.0403, 1.9167, -3.1946], [-0.2887, -0.3329, -4.1946], [-1.7045, 0.0770, -4.7032], [-1.6450, -1.2368, -2.1930], [-2.6806, -2.1284, -4.9072], [-2.7876, -2.9087, -3.2823], [-1.3395, -4.1223, -4.5246], [-0.2883, -3.3449, -3.3945], [0.8627, -4.3703, -5.8126], [1.7581, -2.9816, -4.9706], [1.3728, -2.7987, -6.6091], [3.4497, -5.3102, 1.4201], [1.9202, -5.6430, 1.2642], [1.4545, -4.7122, 0.3103], [4.0747, -6.0304, 0.8921], [3.6371, -5.7169, 2.4138], [3.7489, -4.2649, 1.3430], [1.3718, -5.2277, 2.1097], [1.6609, -6.7017, 1.2603], [1.3687, -3.8862, 0.7921], [-1.0656, -2.3700, 0.9018], [0.0270, -1.7218, 0.0932], [1.3395, -1.9301, 0.5801], [-2.0367, -2.1139, 0.4783], [-0.9025, -1.9666, 1.9012], [-0.8748, -3.4280, 1.0813], [-0.0187, -0.6348, 0.1587], [-0.0553, -2.0400, -0.9461], [1.9613, -1.5643, -0.0532]], "mulliken_charge": [-0.68, -0.42, -0.89, 0.07, -0.42, -0.38, -0.68, -0.33, -0.69, 0.31, 0.19, 0.34, 0.37, 0.48, -0.05, 0.40, 0.35, 0.09, 0.41, 0.43, 0.38, 0.20, 0.23, 0.33, -0.88, -0.26, 0.47, -1.31, -0.23, -0.18, -0.73, -0.40, -0.69, 0.35, 0.26, 0.34, 0.29, -0.37, 0.38, 0.76, 0.29, -0.23, 0.66, 0.15, 0.54, 0.28, 0.29, 0.28, -0.76, -0.01, -0.73, -0.55, -0.17, -0.88, -0.35, -0.35, -0.76, 0.00, 0.36, 0.40, 0.35, 0.36, 0.28, 0.46, 0.01, 0.38, 0.39, 0.47, 0.28, 0.30, 0.28, 0.25, -0.82, -0.37, -0.43, 0.28, 0.31, 0.23, 0.25, 0.38, 0.14, -1.34, 0.60, -0.66, 0.41, 0.25, 0.42, 0.08, -0.06, 0.21], "e_lumo_ev": 0.6, "smiles": "COCCNCCOC.COCCNCCOC.COCCNCCOC.CCO.CCO", "homo_lumo_gap_ha": 0.332}

Run b
{"formula": "C22H57N3O8", "method": "ωB97M-V with the def2-TZVPD basis set", "elements": ["C", "O", "C", "C", "N", "C", "C", "O", "C", "H", "H", "H", "H", "H", "H", "H", "H", "H", "H", "H", "H", "H", "H", "H", "C", "O", "C", "C", "N", "C", "C", "O", "C", "H", "H", "H", "H", "H", "H", "H", "H", "H", "H", "H", "H", "H", "H", "H", "C", "O", "C", "C", "N", "C", "C", "O", "C", "H", "H", "H", "H", "H", "H", "H", "H", "H", "H", "H", "H", "H", "H", "H", "C", "C", "O", "H", "H", "H", "H", "H", "H", "C", "C", "O", "H", "H", "H", "H", "H", "H"], "positions_angstrom": [[-1.3761, 9.7066, -3.0725], [-1.7850, 8.4227, -3.5450], [-3.0668, 8.1382, -3.0961], [-3.4448, 6.6408, -3.2458], [-3.2519, 6.2224, -4.6727], [-2.7936, 4.7988, -4.7531], [-3.6801, 3.7223, -4.2257], [-3.3182, 2.4771, -4.7624], [-3.9531, 1.3930, -4.1051], [-0.3897, 9.8010, -3.5267], [-1.3350, 9.8426, -1.9918], [-1.9712, 10.5563, -3.4070], [-3.7939, 8.6374, -3.7366], [-3.1023, 8.4395, -2.0492], [-4.4992, 6.6102, -2.9710], [-2.9367, 6.0295, -2.4999], [-2.6007, 6.9063, -5.0308], [-1.8313, 4.6481, -4.2639], [-2.7659, 4.7121, -5.8392], [-4.6957, 4.0113, -4.4964], [-3.5228, 3.7148, -3.1472], [-3.5688, 0.5816, -4.7230], [-5.0403, 1.3971, -4.1836], [-3.4695, 1.3275, -3.1305], [-2.3740, -6.9240, 1.0552], [-2.7007, -6.3812, 2.2909], [-3.8089, -5.4549, 2.2196], [-3.3747, -3.9109, 1.9141], [-2.8140, -3.3082, 3.1089], [-1.4113, -3.6887, 3.3634], [-0.3953, -3.0063, 2.4724], [-0.7387, -1.6125, 2.4620], [-0.0007, -1.0214, 1.4449], [-1.7196, -7.7475, 1.3410], [-1.7820, -6.1609, 0.5499], [-3.2078, -7.2934, 0.4581], [-4.2311, -5.6249, 3.2101], [-4.5599, -5.7960, 1.5071], [-4.2685, -3.3229, 1.7057], [-2.7254, -3.8777, 1.0392], [-2.8548, -2.3208, 2.9005], [-1.2421, -4.7620, 3.4503], [-1.1510, -3.3732, 4.3738], [-0.6532, -3.1145, 1.4189], [0.6505, -3.2133, 2.6994], [-0.0138, 0.0684, 1.4305], [-0.5074, -1.2546, 0.5085], [1.0556, -1.2891, 1.4199], [8.2778, 1.0031, -7.6458], [8.9192, 1.6132, -6.5500], [8.5409, 2.9735, -6.2838], [8.9765, 3.4946, -4.9613], [8.3843, 2.8825, -3.7730], [9.0086, 3.3101, -2.5486], [8.3762, 2.8111, -1.3184], [8.0502, 3.9115, -0.3798], [6.8078, 4.5088, -0.6363], [8.9185, 0.1723, -7.9416], [7.9831, 1.6874, -8.4414], [7.2760, 0.6464, -7.4063], [7.4605, 3.0451, -6.1585], [8.8221, 3.5469, -7.1671], [8.8894, 4.5750, -5.0762], [10.0461, 3.3468, -4.8124], [8.2850, 1.8870, -3.9114], [8.9763, 4.3891, -2.3969], [10.0444, 2.9869, -2.6520], [9.0873, 2.0296, -1.0504], [7.4449, 2.2783, -1.5101], [6.6380, 5.4145, -0.0540], [6.0127, 3.8286, -0.3309], [6.6442, 4.6664, -1.7023], [-3.0445, -11.0547, 7.0933], [-4.2591, -10.9164, 6.2254], [-5.3675, -10.9826, 7.0394], [-2.1233, -10.6299, 6.6946], [-2.6895, -12.0660, 7.2917], [-3.3039, -10.6362, 8.0658], [-4.2945, -11.5759, 5.3583], [-4.2216, -9.9587, 5.7062], [-5.4579, -10.1213, 7.4537], [-4.3927, -1.4301, 8.5939], [-5.7122, -2.2044, 8.6727], [-5.7705, -3.3571, 7.8260], [-4.4373, -0.5320, 9.2099], [-4.3869, -0.9597, 7.6106], [-3.4984, -2.0144, 8.8107], [-6.5491, -1.5381, 8.4637], [-5.9099, -2.3416, 9.7358], [-5.4297, -3.0362, 6.9879]], "mulliken_charge": [-0.77, -0.32, -0.57, -0.58, -0.39, -0.55, -0.36, -0.31, -0.71, 0.25, 0.31, 0.32, 0.28, 0.43, 0.26, 0.35, 0.30, 0.26, 0.37, 0.29, 0.28, 0.26, 0.28, 0.31, -0.69, -0.32, -0.73, -0.45, -0.33, -0.80, -0.33, -0.35, -0.79, 0.23, 0.26, 0.32, 0.32, 0.43, 0.48, 0.18, 0.30, 0.36, 0.35, 0.25, 0.38, 0.27, 0.34, 0.29, -0.75, -0.34, -0.66, -0.56, -0.32, -0.51, -0.56, -0.42, -0.70, 0.23, 0.32, 0.30, 0.33, 0.44, 0.33, 0.37, 0.22, 0.32, 0.45, 0.35, 0.31, 0.25, 0.27, 0.32, -0.88, -0.21, -0.52, 0.31, 0.24, 0.27, 0.30, 0.17, 0.32, -1.02, -0.28, -0.49, 0.32, 0.33, 0.28, 0.25, 0.31, 0.30], "e_lumo_ev": 0.6, "smiles": "COCCNCCOC.COCCNCCOC.COCCNCCOC.CCO.CCO", "homo_lumo_gap_ha": 0.340}

Energy ordering: run b at the bottom, the next structure 0.0095 hartree above.